Entry 1:
Density functional theory data (ωB97M-V with the def2-TZVPD basis set) for a structure of composition C24H52AlCsI2N5NbO20PS at a distorted geometry.

Computed properties:
Charge: +1
Lowest unoccupied orbital energy in Ha: -0.260
HOMO energy in eV: -9.08
Gap between HOMO and LUMO in eV: 2.01

XYZ file:
```
108
C24H52AlCsI2N5NbO20PS | the OMol25 dataset | ωB97M-V with the def2-TZVPD basis set
H -1.61422 1.57222 0.05088
C -4.29413 1.18407 -1.88115
O 0.49058 3.56655 0.46452
H 1.67882 1.21967 -0.30822
O 3.74917 1.81066 2.71689
H -1.09849 4.98908 -2.32417
H -6.73676 0.56418 -8.50674
Cs -2.35994 -1.80766 -2.80841
O -1.77055 -7.56391 3.91354
H 1.53189 4.42245 -5.76608
H -2.24914 -5.03377 4.23726
C 1.57925 -0.63521 -1.17819
N 0.97308 0.65909 -0.77855
C -0.17462 -7.47645 5.63985
H -0.63190 0.12018 -3.03930
H 5.67106 1.41803 4.59274
H -1.96804 -1.16249 2.42074
H 0.44122 4.38129 0.98600
H -4.67202 1.01150 -3.99123
C 0.56719 -1.80012 -1.45988
O 3.88913 3.93321 1.95453
N -2.33503 -0.45133 3.03261
H -5.15516 2.07226 -10.07570
P 0.52721 3.90545 -1.16161
H -3.23746 0.04281 -0.36272
H -3.10411 1.72353 -3.62411
N -0.73866 -6.30023 0.69527
C -4.19514 1.06576 3.52393
H -1.07992 -3.65106 5.94485
N 6.23512 -1.19872 5.81375
O -4.11996 -0.45511 1.67645
H -5.54192 1.61745 -7.71708
C 3.87877 2.99061 2.90941
H 0.03032 -8.53118 5.50877
H -4.06671 3.63195 -3.57955
O -3.29242 -4.99792 0.21991
H 3.28489 1.96170 5.15424
O 0.43033 -6.05820 0.89620
H -0.57608 0.35970 3.80392
C -5.67760 0.78178 -8.40678
O -2.66594 0.26465 -7.30709
H 0.79899 4.58486 -4.13110
C 5.42655 2.08649 5.41838
O -1.65605 -5.69838 1.37648
H 10.18225 -2.32500 4.19181
C 0.15068 -5.29376 6.71109
C -1.49890 -5.44478 4.90090
H 0.35846 3.24766 -5.26485
H -3.37575 -5.63911 0.95547
O -3.61552 0.79411 -9.50427
H -1.46246 4.97193 -0.72571
H 0.32421 -1.78104 -2.58169
H 9.06007 -2.28981 3.03515
H 2.27619 -0.57602 -2.02878
O 5.94940 -1.95378 4.86075
O 9.42915 -1.83570 3.81469
H 2.18210 -0.97393 -0.32751
C 4.06669 2.71696 5.22896
C -1.19826 -6.88836 4.74385
H 2.70025 1.39417 -3.02225
H -3.57160 1.96050 3.53554
I 1.55072 0.03660 -5.15629
H 2.91402 2.74898 0.55407
Al 1.33383 1.03047 -7.51261
H 6.20152 2.85585 5.45211
H -4.62214 1.99124 -1.22794
C 0.45088 -6.73777 6.55278
C 3.77657 3.40513 0.63884
H -1.33267 -0.89224 4.80707
H -5.35969 0.36005 -10.50709
O 7.45379 -0.95065 6.05447
H 3.83078 3.34420 6.08691
C -1.52796 -0.03122 4.16629
C -2.94860 0.53223 -1.34723
H -2.45427 2.61265 -1.10239
H -4.33427 0.70164 4.54231
C 1.15888 3.89190 -4.88548
S -3.44782 -0.30503 -8.35121
H 1.10314 -2.73593 -1.30031
O -1.06944 -7.05919 -0.19241
H 4.68854 2.87126 0.36896
O 4.03279 3.58966 4.07970
H 5.45409 1.51408 6.34069
O 5.36640 -0.69414 6.51411
H 3.64529 4.24100 -0.04546
H -5.16585 1.32457 3.11264
C -0.87419 -4.70565 5.81328
H -2.54402 -0.28119 -2.04935
O -4.77524 2.99103 -3.47253
I 3.83213 4.02268 -3.31250
H -0.40884 -1.72610 -0.89970
C -1.91117 1.66211 -0.99551
O -4.97712 -0.35456 -7.87681
C -5.00946 1.05021 -9.73783
H 2.80584 2.65006 -5.32279
O 0.71855 -4.62019 7.53950
N -0.70628 5.09164 -1.39423
Nb -0.02643 1.69006 -2.33181
H -2.02571 0.73556 4.74865
H 1.20022 -7.14921 7.21656
C 1.85615 1.65674 -3.66832
O -3.11523 -1.55058 -8.93660
C -4.15731 1.72109 -3.32941
C -3.56211 -0.00173 2.66750
H 8.72248 -1.68271 4.50075
H -5.10026 0.43951 -1.87700
H -1.05695 2.54545 -3.57760
C 2.28790 2.96700 -4.41335
```



Entry 2:
Density functional theory data (ωB97M-V with the def2-TZVPD basis set) for a structure of composition C3H5MgO3 at a distorted geometry.

Computed properties:
Charge: +2
Lowest unoccupied orbital energy (alpha / beta) in Ha: -0.425 / -0.435
2S+1: 2
HOMO energy (alpha / beta) in eV: -16.21 / -21.33
Gap between HOMO and LUMO (alpha / beta) in eV: 4.66 / 9.50

XYZ file:
```
12
C3H5MgO3 | the OMol25 dataset | ωB97M-V with the def2-TZVPD basis set
C -0.47521 1.07904 -0.33163
C 0.93317 -0.88629 -0.59651
C -1.29337 0.24941 0.59590
O -0.28891 -1.44450 -0.25097
O 2.05680 -1.35156 -0.36320
H -2.32944 0.04566 0.32544
H -0.88816 1.09559 -1.34544
H -0.27928 -1.93239 0.58846
H -0.25300 2.07726 0.05979
H -0.97145 0.21946 1.63869
Mg 2.93024 0.39761 0.13931
O 0.85860 0.45071 -0.45983
```



Entry 3:
Density functional theory data (ωB97M-V with the def2-TZVPD basis set) for a structure of composition C27H19F3N6O5RuS2.

Computed properties:
Charge: -1
Lowest unoccupied orbital energy (alpha / beta) in Ha: 0.082 / 0.053
2S+1: 6
HOMO energy (alpha / beta) in eV: -5.09 / -5.30
Gap between HOMO and LUMO (alpha / beta) in eV: 7.33 / 6.75

XYZ file:
```
63
C27H19F3N6O5RuS2 | the OMol25 dataset | ωB97M-V with the def2-TZVPD basis set
C -2.33880 -0.38315 -1.58091
H -3.31744 -0.66540 5.01281
C -0.76160 -1.49215 5.01733
C -2.41504 2.95400 2.54070
C -2.97903 -0.52239 1.65262
C -2.57788 3.23227 4.92344
C -1.02766 -1.23390 2.58935
H -3.11833 3.58858 5.79215
O 0.25069 2.74452 -1.94203
F -2.42281 4.01252 -4.26191
H 0.31449 -2.74287 -5.42292
C 0.73799 -3.03683 -4.47111
N -3.36219 -0.88411 -1.78413
N -0.11843 -1.75247 5.93435
H 4.56330 -1.10899 0.68206
H 2.24398 -3.94442 -1.19982
C 4.21322 -1.06605 -0.34439
C -0.51903 1.73827 1.49312
C -1.73687 3.91426 -3.11393
H -0.69551 -1.94041 -3.32606
C 0.17323 -2.58362 -3.32157
C 2.48238 -0.39645 -1.92058
H 5.95326 -2.03001 -1.14210
C 1.87936 -3.88101 -4.43890
O -1.14166 1.82204 0.37084
H 3.27735 -4.81820 -3.09950
N -1.71631 -0.91147 1.50314
C 2.26366 0.10360 0.53509
H 2.95355 -0.79795 -3.96655
C 3.31531 -0.88895 -2.95052
Ru -0.43808 0.54738 -1.20367
O 0.44999 3.28042 -4.35078
O 1.32701 0.10065 -2.23952
C -1.56550 -1.16785 3.87182
S 0.09127 -2.45341 -0.57690
C -1.35558 2.58948 5.08029
C -2.88451 -0.74567 4.02427
C 2.39791 -4.20648 -3.23351
H -3.50393 -0.26927 0.73912
H 0.28187 1.61644 4.07673
N 1.81872 -3.74332 -2.09437
C 2.96968 -0.47158 -0.58957
F -2.58169 3.51736 -2.15991
H -0.94270 2.43950 6.07029
N 0.63144 1.15134 1.67875
C 0.71488 -2.94435 -2.04961
H 5.14258 -1.83536 -3.49413
C -1.19485 2.30408 2.69479
O -0.98815 1.44732 -3.51331
H -2.81172 3.07385 1.54119
F -1.28903 5.13463 -2.79792
H 2.79929 0.17104 1.48352
H 0.00270 -1.53702 2.43990
S -0.33623 2.73432 -3.28710
H 2.34035 -4.24732 -5.34362
H -4.05351 3.92211 3.52612
C 4.99305 -1.58052 -1.35913
C -0.66474 2.12904 3.97093
N 1.07603 0.57613 0.50519
C -3.10289 3.41870 3.65208
H -4.62761 -0.08733 2.95995
C 4.53399 -1.46719 -2.67553
C -3.60320 -0.42637 2.89356
```



Entry 4:
Density functional theory data (ωB97M-V with the def2-TZVPD basis set) for a structure of composition H3PS2 at a distorted geometry.

Computed properties:
Lowest unoccupied orbital energy in Ha: -0.055
HOMO energy in eV: -9.23
Gap between HOMO and LUMO in eV: 7.73

XYZ file:
```
6
H3PS2 | the OMol25 dataset | ωB97M-V with the def2-TZVPD basis set
H -1.20095 -1.37225 0.28024
H -0.75946 0.46807 -0.78965
S -1.95263 0.95957 1.74244
H 2.06824 0.69395 0.20960
P -0.87869 -0.03320 0.50587
S 1.76389 -0.21078 1.13380
```



Entry 5:
Density functional theory data (ωB97M-V with the def2-TZVPD basis set) for a cluster of 2 separate species, C2H2ClFO2 in total at a distorted geometry.

Computed properties:
Lowest unoccupied orbital energy in Ha: -0.038
HOMO energy in eV: -11.47
Gap between HOMO and LUMO in eV: 10.43

XYZ file:
```
8
C2H2ClFO2 | the OMol25 dataset | ωB97M-V with the def2-TZVPD basis set
H -0.51274 0.55262 1.46543
F 0.13483 1.60132 -0.46269
H -1.41709 -0.46118 -0.89276
O -1.61466 -0.15626 0.02558
C 0.82953 -0.50263 -0.12104
O 0.78100 -1.25277 -1.08926
C -0.47219 0.02856 0.52511
Cl 2.27131 0.19034 0.54963
```



Entry 6:
Density functional theory data (ωB97M-V with the def2-TZVPD basis set) for a cluster of 2 separate species, C31H48FN4O2Si in total at a distorted geometry.

Computed properties:
Charge: +1
Lowest unoccupied orbital energy in Ha: -0.107
HOMO energy in eV: -10.55
Gap between HOMO and LUMO in eV: 7.64

XYZ file:
```
87
C31H48FN4O2Si | the OMol25 dataset | ωB97M-V with the def2-TZVPD basis set
H -3.70274 -1.07044 -0.14719
H -3.39028 -4.69106 -2.16042
C 1.14629 -2.35760 1.31572
N 2.24576 -1.69270 0.54869
H -3.26115 -1.05358 -2.60778
H 7.94310 0.97507 2.10060
C 1.83973 3.25594 0.17975
H -9.61138 3.36940 3.98668
C -3.15291 3.48504 -2.31383
N 3.37578 -2.48524 0.41116
H 2.77582 5.39750 0.32055
H -3.94706 4.12884 -2.92803
H -2.27364 -1.36607 1.04885
F -5.36114 3.46604 2.48456
H 3.09689 1.94365 -1.15969
H -2.89710 5.69448 0.67769
H 4.77818 -4.00354 1.35630
C -6.68301 3.41034 2.27438
C -7.16688 3.35176 0.97204
H 6.13069 -3.32708 -1.18915
N 1.48458 0.64430 -0.20490
H 7.43645 -3.34373 0.88057
O -0.22580 -2.74090 -0.89272
H 8.61340 -0.87316 -0.04429
H -10.49446 3.25088 1.66792
H 0.04831 1.07958 1.36234
H 0.80076 3.79235 0.14938
C 6.89874 -2.29270 0.74285
C -3.65751 4.93212 0.18359
C 6.04276 -2.27314 -0.68785
H -2.91424 -5.04825 -0.27691
C -2.48510 -1.93816 -2.79116
C -8.54295 3.28856 0.75290
C 3.74492 -3.88379 0.81685
C 2.42004 -0.35082 -0.11561
C -2.54053 -4.68738 -1.33823
H -1.59751 -5.27163 -1.73266
C 2.86401 -4.31596 -1.96633
C -2.31791 2.24214 -3.05787
C 0.16234 -3.34289 0.39109
C -1.81233 2.82045 0.11368
H 4.99040 -5.34494 -0.95368
H -8.93103 3.23462 -0.26122
H 3.37479 4.34669 -1.16537
H -4.17463 4.33497 1.07673
H 2.75736 -5.01246 -2.91148
H 1.99664 2.77097 1.25355
H -3.00092 -2.68878 -3.54520
C -2.97705 -1.90645 0.27855
H 1.39216 2.16421 -1.89722
C 0.06162 0.62688 0.27647
H -7.14706 3.45292 4.36855
H -3.64308 -2.66388 0.91359
H -0.47637 -0.41465 0.25764
H -2.48786 1.96279 -4.20257
H 0.38639 -1.61309 1.85820
O 2.57024 -5.65488 -1.05781
C 3.07864 4.31633 -0.02571
C 7.18926 0.37567 1.40072
H 1.50745 -3.06372 2.20865
H 8.67756 -1.31885 1.78553
H 6.11746 -2.20369 1.62758
H 2.92263 -4.49585 1.37658
H 6.56917 -1.43254 -1.35100
H -0.83257 -3.53360 1.02287
H -6.47003 3.35562 0.14028
C 3.86494 -4.87348 -0.66180
H -4.52536 5.44915 -0.41424
C 4.52220 -1.79577 -0.31988
H 4.00128 3.98394 0.61486
H 2.14981 -3.42024 -1.72994
H 6.21147 0.12837 2.02104
H -1.50527 -1.54664 -3.34536
Si -1.99938 -2.84454 -1.12775
N 3.85236 -0.47346 -0.59834
C -2.87816 3.75854 -0.70858
H 6.89469 1.00142 0.45277
H -1.60423 2.99721 1.27594
H -0.69612 0.43425 -2.82672
C -0.98315 1.59342 -0.60477
C 1.93773 1.95931 -0.87481
C -7.54949 3.41172 3.36183
H 0.68376 -4.38546 0.23538
C 7.93684 -1.03305 0.90068
C -8.92584 3.35982 3.14274
C -9.42109 3.29568 1.83946
C -1.23112 1.28692 -2.23025
```



Let's list M in order: 1300.34, 113.37, 729.68, 98.13, 112.49, 555.84 g/mol.